{"formula": "C42H75NO14S3", "method": "ωB97M-V with the def2-TZVPD basis set", "max_force_ev_per_a": 0.801, "e_homo_ha": -0.308, "orbital_gap_ev": 8.0, "lumo_energy_ev": -0.357, "species": ["C", "C", "C", "C", "C", "C", "C", "C", "N", "C", "C", "C", "C", "C", "C", "C", "C", "C", "S", "S", "C", "C", "C", "O", "S", "O", "O", "O", "C", "C", "H", "H", "H", "H", "H", "H", "H", "H", "H", "H", "H", "H", "H", "H", "H", "H", "H", "H", "H", "H", "H", "H", "H", "H", "H", "H", "H", "H", "H", "H", "H", "H", "H", "H", "H", "H", "H", "H", "H", "H", "H", "H", "H", "H", "H", "O", "C", "O", "C", "C", "C", "H", "H", "H", "H", "H", "H", "O", "C", "O", "C", "C", "C", "H", "H", "H", "H", "H", "H", "O", "C", "O", "C", "C", "C", "H", "H", "H", "H", "H", "H", "O", "C", "O", "C", "C", "C", "H", "H", "H", "H", "H", "H", "O", "C", "O", "C", "C", "C", "H", "H", "H", "H", "H", "H"], "coordinates": [[-3.47, -5.02, -1.03], [-2.11, -5.24, -1.68], [-1.07, -4.23, -1.19], [0.34, -4.50, -1.74], [0.68, -3.61, -2.95], [1.06, -2.19, -2.56], [2.46, -2.07, -1.91], [2.49, -1.89, -0.38], [2.57, -0.48, 0.01], [3.28, -0.26, 1.29], [2.68, -0.93, 2.51], [3.34, -0.36, 3.79], [2.34, 0.42, 4.67], [1.62, -0.46, 5.70], [0.26, 0.08, 6.18], [0.18, 1.60, 6.41], [-0.96, 2.29, 5.64], [1.38, 0.25, -0.07], [-0.12, -0.28, 0.22], [1.65, 1.99, -0.52], [1.10, 1.85, -2.25], [0.46, 3.16, -2.73], [-0.82, 2.84, -3.49], [-1.23, 4.02, -4.23], [-2.28, 3.73, -5.42], [-3.28, 4.77, -5.30], [-1.33, 4.08, -6.70], [-0.99, 5.48, -6.76], [0.41, 5.53, -7.06], [1.31, 5.21, -5.88], [-3.87, -4.03, -1.28], [-3.39, -5.06, 0.06], [-4.21, -5.76, -1.35], [-1.76, -6.25, -1.44], [-2.21, -5.15, -2.77], [-1.06, -4.25, -0.09], [-1.40, -3.23, -1.47], [0.41, -5.55, -2.04], [1.09, -4.33, -0.96], [-0.22, -3.56, -3.58], [1.46, -4.07, -3.56], [1.02, -1.55, -3.45], [0.30, -1.80, -1.87], [3.03, -2.97, -2.16], [2.99, -1.23, -2.34], [1.64, -2.39, 0.10], [3.42, -2.34, 0.00], [4.30, -0.61, 1.15], [3.34, 0.82, 1.46], [1.60, -0.74, 2.59], [2.82, -2.01, 2.48], [3.80, -1.16, 4.37], [4.13, 0.34, 3.51], [2.89, 1.21, 5.19], [1.61, 0.93, 4.03], [1.45, -1.44, 5.24], [2.28, -0.64, 6.56], [-0.51, -0.23, 5.47], [0.02, -0.42, 7.12], [1.13, 2.08, 6.17], [0.01, 1.78, 7.48], [-1.79, 1.60, 5.46], [-0.63, 2.67, 4.67], [-1.37, 3.14, 6.20], [1.95, 1.57, -2.88], [0.37, 1.04, -2.26], [0.25, 3.80, -1.88], [1.14, 3.69, -3.40], [-0.64, 2.01, -4.18], [-1.61, 2.55, -2.80], [0.60, 4.86, -7.90], [0.54, 6.56, -7.39], [1.50, 4.14, -5.79], [2.27, 5.72, -6.00], [0.85, 5.56, -4.95], [6.94, -0.52, 4.38], [7.35, -0.64, 3.27], [6.57, -0.40, 2.18], [7.27, -0.73, 0.97], [8.75, -0.68, 1.34], [8.72, -1.11, 2.81], [6.96, -1.73, 0.66], [6.99, -0.01, 0.21], [9.37, -1.31, 0.70], [9.12, 0.34, 1.26], [8.76, -2.19, 2.93], [9.49, -0.65, 3.42], [2.32, -3.56, 4.44], [1.94, -4.56, 4.96], [2.79, -5.48, 5.48], [2.06, -6.62, 5.96], [0.65, -6.12, 6.21], [0.51, -5.03, 5.14], [2.10, -7.40, 5.19], [2.56, -6.99, 6.85], [-0.10, -6.91, 6.15], [0.58, -5.67, 7.20], [0.16, -5.43, 4.19], [-0.12, -4.20, 5.43], [-7.67, 2.78, -5.72], [-7.51, 3.84, -5.20], [-8.24, 4.23, -4.12], [-7.92, 5.59, -3.77], [-6.53, 5.84, -4.35], [-6.56, 4.95, -5.59], [-8.68, 6.24, -4.21], [-7.96, 5.67, -2.68], [-6.35, 6.89, -4.56], [-5.76, 5.48, -3.67], [-6.99, 5.46, -6.46], [-5.59, 4.54, -5.85], [-10.60, 6.64, -8.56], [-10.83, 5.59, -8.05], [-10.28, 5.23, -6.87], [-10.65, 3.87, -6.53], [-11.93, 3.61, -7.31], [-11.73, 4.47, -8.55], [-9.83, 3.21, -6.83], [-10.77, 3.82, -5.45], [-12.09, 2.55, -7.51], [-12.79, 3.98, -6.74], [-11.18, 3.94, -9.34], [-12.64, 4.88, -8.97], [4.80, -3.71, 9.19], [5.27, -3.40, 8.13], [6.61, -3.29, 7.95], [6.90, -2.80, 6.62], [5.66, -3.14, 5.80], [4.55, -3.04, 6.85], [7.07, -1.72, 6.68], [7.80, -3.28, 6.27], [5.53, -2.48, 4.95], [5.72, -4.17, 5.44], [4.17, -2.02, 6.94], [3.74, -3.73, 6.65]]}

=====

{"formula": "C22H36CuO17", "method": "ωB97M-V with the def2-TZVPD basis set", "max_force_ev_per_a": 6.712, "e_homo_ha": [-0.209, -0.183], "multiplicity": 2, "orbital_gap_ev": [6.0, 5.3], "lumo_energy_ev": [0.351, 0.350], "species": ["Cu", "C", "O", "H", "H", "H", "C", "O", "H", "H", "H", "C", "C", "C", "O", "C", "O", "O", "H", "H", "H", "H", "H", "H", "C", "C", "C", "O", "C", "O", "O", "H", "H", "H", "H", "H", "H", "C", "C", "C", "O", "C", "O", "O", "H", "H", "H", "H", "H", "H", "C", "C", "C", "O", "C", "O", "O", "H", "H", "H", "H", "H", "H", "C", "C", "C", "O", "C", "O", "O", "H", "H", "H", "H", "H", "H"], "coordinates": [[0.05, 0.62, 1.58], [2.80, 1.63, 3.10], [1.43, 1.74, 3.24], [3.29, 1.26, 4.00], [3.07, 1.09, 2.20], [3.33, 2.58, 2.97], [-2.74, 0.68, 3.68], [-1.32, 0.72, 3.31], [-2.99, 0.12, 4.58], [-3.05, 1.67, 4.03], [-3.38, 0.27, 2.90], [-4.19, -3.87, -1.62], [-3.45, -3.80, -0.29], [-2.07, -4.55, -0.09], [-1.31, -3.59, 0.56], [-1.78, -2.37, 0.42], [-1.16, -1.27, 0.68], [-3.00, -2.42, -0.02], [-3.58, -3.59, -2.47], [-5.08, -3.29, -1.40], [-4.46, -4.91, -1.82], [-3.99, -4.09, 0.61], [-1.57, -4.81, -1.03], [-2.17, -5.41, 0.57], [-5.07, 2.46, -2.18], [-4.92, 2.14, -0.68], [-4.96, 0.65, -0.25], [-3.71, 0.35, 0.02], [-2.88, 1.40, 0.01], [-1.64, 1.42, 0.28], [-3.59, 2.43, -0.41], [-5.21, 3.50, -2.45], [-6.04, 2.04, -2.45], [-4.29, 1.98, -2.78], [-5.51, 2.82, -0.06], [-5.27, 0.02, -1.08], [-5.62, 0.46, 0.60], [-1.38, 4.39, -3.07], [-0.07, 4.53, -2.41], [0.28, 5.70, -1.56], [0.60, 5.07, -0.25], [0.44, 3.74, -0.34], [0.47, 3.01, 0.60], [0.03, 3.39, -1.59], [-2.03, 4.92, -2.37], [-1.84, 3.40, -3.08], [-1.38, 4.78, -4.09], [0.66, 4.46, -3.22], [-0.50, 6.46, -1.54], [1.03, 6.26, -2.11], [5.51, 0.04, -1.05], [4.32, 0.27, -1.92], [3.65, -1.00, -2.35], [2.32, -0.99, -1.93], [2.24, -0.02, -0.98], [1.18, 0.32, -0.38], [3.33, 0.82, -1.10], [6.35, -0.32, -1.65], [5.33, -0.72, -0.30], [5.88, 0.94, -0.55], [4.64, 0.84, -2.80], [4.13, -1.87, -1.90], [3.58, -1.21, -3.41], [5.11, -3.53, 1.39], [3.66, -3.71, 1.71], [3.24, -3.87, 3.10], [2.14, -3.00, 3.13], [2.10, -2.14, 2.15], [1.25, -1.25, 2.10], [3.04, -2.47, 1.31], [5.26, -3.20, 0.36], [5.80, -4.36, 1.58], [5.55, -2.68, 1.92], [3.18, -4.50, 1.13], [4.05, -3.68, 3.81], [2.90, -4.87, 3.37]]}